ORCA calculation (ωB97M-V/def2-TZVPD) on C4H5HgLiO2 as an isolated structure.

XYZ file:
```
13
C4H5HgLiO2 | the OMol25 dataset | ωB97M-V/def2-TZVPD
C 1.26136 0.66095 -0.84773
C -0.14670 1.04062 -0.54345
C -1.05739 -0.05833 -0.36284
C -0.90230 -1.01856 0.62552
O -1.66458 -2.03233 0.76857
O 2.20553 1.11783 -0.11188
Li 2.68189 1.97483 1.36348
Hg -1.95445 -3.50777 1.79760
H 1.42483 -0.30991 -1.35301
H -0.23290 1.86112 0.17844
H -1.86054 -0.19956 -1.08975
H -0.08682 -0.88647 1.35793
H 0.33207 1.35757 -1.78288
```

Properties
2S+1: 2
Charge: +1
E_HOMO (spin up / spin down), eV: -11.74 / -11.80
Calculated total energy, eV: -12692.9210
Kohn-Sham gap (spin up / spin down), eV: 7.6 / 7.2

=====

ORCA calculation (ωB97M-V/def2-TZVPD) on C44H69Br2F3N8O11S as an isolated structure.

XYZ file:
```
138
C44H69Br2F3N8O11S | the OMol25 dataset | ωB97M-V/def2-TZVPD
O -5.29679 0.34343 4.03774
C -5.70604 0.53626 2.76734
O -7.09317 1.07563 2.58697
C -4.71930 0.22256 1.45618
C -5.33248 -1.11051 0.71327
C -4.38987 -1.71853 -0.48223
C -3.74686 -3.25395 -0.50536
C -4.04458 -4.30427 0.73033
C -3.48827 -3.81421 2.19268
C -1.86408 -3.92301 2.39125
F -1.28089 -2.61790 1.90194
Br -1.01407 -5.53726 1.56981
C -1.46454 -3.97012 4.01440
F -1.35898 -2.62270 4.62723
F -2.32786 -4.87920 4.80293
Br 0.40592 -4.77916 4.10388
C -2.82579 -3.75390 -1.80889
S -2.05757 -5.48644 -1.92744
C -2.52309 -2.76142 -3.12075
C -3.18020 -1.26171 -3.04457
C -4.06919 -0.75070 -1.76570
C -4.47411 0.79724 -2.12208
O -5.51879 1.56113 -1.78058
N -3.30943 1.17862 -3.06009
C -3.35230 2.57289 -3.64531
C -2.79411 3.69659 -2.57609
C -1.25676 3.38114 -2.03309
C -0.92447 2.28684 -0.82676
C 0.59056 1.99432 -0.25378
C 1.89799 2.81763 -0.89226
C 1.62491 3.91452 -2.08019
C 0.07954 4.17699 -2.63965
C -3.15483 0.01924 -4.06692
O -3.07456 0.06559 -5.40924
H -7.13708 2.02508 2.95957
H -3.60575 0.02111 1.75692
H -4.84129 1.11557 0.70060
H -5.59969 -1.99277 1.43386
H -6.35893 -0.79054 0.19495
H -3.72512 -5.41497 0.43844
H -5.23328 -4.35398 0.82815
H -4.09995 -4.43866 3.00549
H -3.77494 -2.67778 2.41742
H -0.91257 -5.35227 -2.77186
H -1.90693 -3.09071 -4.06139
H -2.63790 2.63243 -4.59240
H -4.42947 2.89780 -4.03332
H -3.54767 3.93234 -1.69432
H -2.70141 4.71280 -3.19284
H -1.83134 1.70480 -0.32148
H 0.81177 1.21228 0.61746
H 2.98738 2.62024 -0.44618
H 2.56918 4.49098 -2.50050
H -0.03456 4.98772 -3.48228
C -8.92134 4.84819 2.17906
O -7.89916 4.59227 1.55541
N -10.15940 4.28715 1.95051
C -11.32284 4.64467 2.73503
C -10.30311 3.30883 0.89229
H -8.92342 5.57874 3.00501
H -11.70740 3.74631 3.22621
H -12.08647 5.05465 2.06805
H -11.07202 5.38984 3.49483
H -9.63601 2.46549 1.09446
H -10.01316 3.76727 -0.05790
H -11.33579 2.95515 0.83072
C 3.86476 3.62050 -5.16655
O 3.43720 4.21195 -4.18336
N 4.79671 2.60518 -5.14664
C 5.25196 1.95477 -6.35767
C 5.33911 2.17394 -3.87485
H 3.51855 3.86984 -6.18334
H 5.01954 0.88790 -6.29449
H 6.33342 2.09094 -6.44684
H 4.76284 2.37716 -7.23962
H 4.51984 1.82738 -3.23782
H 5.82712 3.02440 -3.38941
H 6.06215 1.36629 -4.01709
C 3.59608 -1.32974 -4.61304
O 4.05187 -1.06274 -5.71769
N 4.30231 -1.89019 -3.57048
C 3.68793 -2.17615 -2.29077
C 5.70359 -2.20388 -3.75923
H 2.54052 -1.13158 -4.36319
H 4.21398 -1.61515 -1.51311
H 3.77068 -3.24814 -2.09069
H 2.63249 -1.89063 -2.28775
H 6.24243 -1.28625 -4.01365
H 5.80136 -2.91105 -4.58835
H 6.12759 -2.64027 -2.85088
C -7.36470 -0.21013 8.39445
O -7.94285 0.03931 9.44459
N -6.17230 -0.89198 8.28025
C -5.55160 -1.14697 6.99705
C -5.51783 -1.36920 9.48090
H -7.77602 0.10762 7.42195
H -5.45492 -2.22773 6.85991
H -4.56053 -0.68468 6.98577
H -6.15006 -0.73357 6.18069
H -6.19240 -2.05175 10.00644
H -5.30250 -0.51643 10.13167
H -4.58779 -1.88809 9.23375
C 6.52469 6.06749 -1.01425
O 6.59623 4.85749 -0.84084
N 6.28495 6.68987 -2.22047
C 6.21524 8.13112 -2.34218
C 6.09670 5.87803 -3.40499
H 6.65283 6.77666 -0.17965
H 5.22773 8.40610 -2.72352
H 6.98596 8.46430 -3.04292
H 6.37471 8.61643 -1.37547
H 5.24272 5.21232 -3.24800
H 6.99214 5.27022 -3.56578
H 5.91685 6.50779 -4.28042
C 2.20220 -7.94812 4.82319
O 2.71211 -7.15446 4.04256
N 2.83525 -8.52855 5.90122
C 2.15990 -9.46087 6.77960
C 4.22008 -8.19667 6.16524
H 1.15291 -8.26893 4.71373
H 2.16872 -9.05801 7.79638
H 2.69224 -10.41596 6.75778
H 1.12476 -9.61937 6.46518
H 4.30264 -7.11780 6.32755
H 4.82353 -8.46893 5.29414
H 4.58405 -8.73079 7.04702
C 9.60796 -1.12054 -4.74319
O 8.43285 -1.23761 -5.06675
N 10.09128 -0.25655 -3.78417
C 11.50019 -0.17810 -3.45903
C 9.16180 0.60102 -3.07829
H 10.39820 -1.72562 -5.21784
H 11.63273 -0.42202 -2.40114
H 11.85037 0.84053 -3.64829
H 12.08385 -0.87686 -4.06447
H 8.42503 -0.02166 -2.56201
H 8.64157 1.23455 -3.80292
H 9.68826 1.22696 -2.35278
```

Properties
Charge: 0
E_HOMO, eV: -7.90
Calculated total energy, eV: -240239.2881
Kohn-Sham gap, eV: 6.7

=====

ORCA calculation (ωB97M-V/def2-TZVPD) on C14H25AlF3N2O4Si2Te as an isolated structure.

XYZ file:
```
52
C14H25AlF3N2O4Si2Te | the OMol25 dataset | ωB97M-V/def2-TZVPD
Al -0.38325 -0.55712 -0.65632
O -3.62585 4.17276 -0.57203
C -2.40578 4.53381 -0.23478
O -2.10642 5.64988 0.08436
C -1.34164 3.47322 -0.26279
C -0.02602 3.72165 0.08136
N 0.64118 2.56393 -0.01297
N -0.15623 1.56128 -0.39028
C -1.36599 2.10103 -0.54536
C -2.43518 1.15509 -0.97498
O -3.57827 1.49014 -1.14782
O -1.96449 -0.06437 -1.14102
H -3.72568 3.22882 -0.81472
H 0.43048 4.65297 0.37500
H 1.61683 2.40193 0.17409
C -0.72085 -2.73921 -3.63332
Si 0.04332 -1.37073 -4.68432
C 0.61776 -2.09527 -6.31641
C -1.15187 0.07043 -4.83764
C 1.65049 -0.65930 -3.87350
Te 1.99297 -0.72622 -1.74815
C 2.25751 -2.83988 -1.57163
Si 3.85825 -3.29209 -0.60504
C 5.28512 -2.91971 -1.77347
C 3.69039 -5.11055 -0.17626
C 3.94664 -2.21075 0.93769
H -1.61490 -3.12723 -4.12467
H -1.06224 -2.38583 -2.66390
H -0.04537 -3.57941 -3.47431
H -0.21323 -2.56787 -6.84338
H 1.38961 -2.85274 -6.16874
H 1.02750 -1.32399 -6.97137
H -2.02372 -0.21803 -5.42806
H -0.69633 0.93397 -5.32497
H -1.51874 0.38774 -3.85912
H 1.75905 0.39495 -4.13374
H 2.52303 -1.17154 -4.28292
H 2.31498 -3.21836 -2.59325
H 1.36768 -3.25664 -1.10313
H 5.28544 -3.60383 -2.62425
H 6.24733 -3.02406 -1.26970
H 5.22656 -1.89999 -2.16287
H 3.58088 -5.72045 -1.07471
H 2.82187 -5.28807 0.46007
H 4.57490 -5.46406 0.35707
H 3.77942 -1.15539 0.70886
H 4.93521 -2.28673 1.39367
H 3.21567 -2.52096 1.68478
F -1.20225 -0.87115 2.26838
C -0.18809 -0.71859 1.49717
F -0.51326 -2.15240 0.04495
F 0.85301 -1.19372 2.09945
```

Properties
Charge: +1
E_HOMO, eV: -13.07
Calculated total energy, eV: -63890.8089
Kohn-Sham gap, eV: 9.5

=====

ORCA calculation (ωB97M-V/def2-TZVPD) on C34H34As3CoS3 as an isolated structure.

XYZ file:
```
75
C34H34As3CoS3 | the OMol25 dataset | ωB97M-V/def2-TZVPD
Co 0.72617 -0.68209 0.19563
C -4.83621 -1.28198 -0.10674
As -3.08182 -0.42954 0.32184
C -3.68395 0.59113 1.90429
C -3.26469 1.04649 -0.96921
C -4.41777 1.81530 -1.03641
C -4.56120 2.83664 -1.95559
C -3.53345 3.09213 -2.84404
C -2.37201 2.34441 -2.77918
C -2.21145 1.32557 -1.84413
As -0.49617 0.36629 -1.65723
C -0.80425 -1.05859 -2.95887
C 0.59185 1.59018 -2.74660
H -5.66163 -0.57159 -0.07788
H -5.03022 -2.08333 0.60719
H -4.79094 -1.71874 -1.10611
H -4.71281 0.93523 1.80831
H -3.02014 1.44489 2.04415
H -3.59779 -0.03769 2.79071
H -5.22863 1.62045 -0.34552
H -5.46775 3.42816 -1.98253
H -3.62842 3.88076 -3.57922
H -1.57917 2.57258 -3.47812
H -1.18572 -0.68034 -3.90953
H -1.50974 -1.77941 -2.53993
H 0.14856 -1.56642 -3.11690
H 0.26059 1.61208 -3.78485
H 1.62948 1.26044 -2.72874
H 0.53911 2.59362 -2.32174
S 2.58196 -0.90026 -1.53170
C 3.94358 0.06855 -1.06724
C 5.06070 0.13210 -1.90942
C 6.17321 0.86099 -1.55261
C 6.22468 1.51767 -0.33122
C 5.12746 1.46191 0.51330
C 3.97647 0.77729 0.14985
As 2.34088 0.73204 1.20140
C 1.54639 2.45254 0.69492
C 0.15859 2.57618 0.68671
C -0.44815 3.75309 0.28363
C 0.33040 4.83081 -0.10794
C 1.71177 4.72641 -0.08040
C 2.31687 3.54414 0.31219
C 3.04903 1.18869 2.94407
C 2.64695 2.29669 3.67779
C 3.13624 2.49827 4.95709
C 4.02643 1.59312 5.51270
C 4.43093 0.48036 4.78819
C 3.93562 0.27780 3.51579
H 5.03432 -0.40403 -2.84525
H 7.01777 0.92041 -2.22655
H 7.11225 2.06733 -0.04345
H 5.17272 1.95759 1.47962
H -0.45564 1.74166 1.01551
H -1.52947 3.82187 0.26917
H -0.14002 5.75242 -0.43076
H 2.32584 5.56730 -0.37435
H 3.39738 3.46594 0.31541
H 1.94720 3.00029 3.23656
H 2.81741 3.36249 5.52540
H 4.40385 1.75116 6.51078
H 5.12036 -0.23135 5.22084
H 4.22045 -0.59488 2.93125
S 0.11942 -2.81557 0.41855
C -0.12924 -3.02089 2.12840
C -0.07167 -4.30951 2.65562
C -0.22988 -4.53411 4.00703
C -0.47782 -3.46559 4.86035
C -0.56293 -2.18605 4.35590
C -0.37941 -1.93977 2.99548
S -0.47754 -0.31490 2.41282
H 0.11555 -5.12232 1.96818
H -0.15619 -5.53721 4.40535
H -0.59970 -3.63377 5.92270
H -0.77167 -1.34722 5.00783
```

Properties
2S+1: 4
Charge: -1
E_HOMO (spin up / spin down), eV: -3.56 / -3.72
Calculated total energy, eV: -288460.8498
Kohn-Sham gap (spin up / spin down), eV: 6.1 / 6.3

=====

ORCA calculation (ωB97M-V/def2-TZVPD) on an isolated ion of composition C2H6O2P and charge -1.

XYZ file:
```
11
C2H6O2P | the OMol25 dataset | ωB97M-V/def2-TZVPD
C 1.09194 0.56063 -0.77377
C 0.67190 -0.40524 0.29953
P -1.54330 -0.13290 0.50396
O -2.06566 -0.43924 -0.88438
O -2.10538 1.00768 1.18323
H 2.11810 0.43045 -1.17289
H 0.47531 0.59407 -1.61392
H 1.07183 1.50613 -0.25697
H 1.23519 -0.42095 1.23457
H 0.59927 -1.51273 0.16133
H -1.54919 -1.18790 1.31930
```

Properties
Structure (SMILES): CC[P@H](=O)[O-]
Charge: -1
E_HOMO, eV: -3.83
Calculated total energy, eV: -15556.6834
Kohn-Sham gap, eV: 8.3